<A>
Below is 5 unconnected molecules or ions with the total composition C20H53N3O8, with properties calculated with ωB97M-V with the def2-TZVPD basis set.

Values from the calculation:
Highest occupied orbital energy   -8.426 eV
Net charge   0
Multiplicity   1
Kohn-Sham gap   8.6833 eV

Element x y z (Å)
C 15.809 -28.398 31.324
O 16.410 -27.865 30.146
C 17.511 -28.633 29.757
C 18.086 -27.975 28.490
N 19.426 -28.399 28.171
C 20.011 -27.614 27.075
C 21.325 -28.205 26.604
O 21.084 -29.010 25.443
C 22.283 -29.381 24.814
H 16.514 -28.353 32.158
H 15.446 -29.405 31.111
H 14.969 -27.754 31.582
H 17.276 -29.688 29.549
H 18.308 -28.716 30.515
H 18.025 -26.891 28.560
H 17.365 -28.307 27.722
H 19.480 -29.363 27.858
H 20.202 -26.609 27.457
H 19.306 -27.519 26.239
H 21.768 -28.819 27.392
H 21.971 -27.393 26.253
H 22.628 -28.620 24.111
H 22.119 -30.296 24.232
H 23.026 -29.726 25.543
C 19.333 -21.313 31.804
O 19.722 -22.433 31.054
C 21.108 -22.457 30.813
C 21.415 -23.441 29.716
N 20.903 -22.937 28.461
C 21.050 -23.811 27.313
C 21.089 -23.070 25.982
O 21.017 -23.990 24.901
C 19.690 -24.359 24.602
H 19.602 -20.385 31.280
H 19.849 -21.254 32.771
H 18.260 -21.325 31.975
H 21.660 -22.685 31.740
H 21.502 -21.461 30.564
H 21.069 -24.457 29.962
H 22.506 -23.528 29.658
H 19.950 -22.615 28.551
H 20.223 -24.533 27.346
H 21.972 -24.400 27.327
H 21.946 -22.401 25.928
H 20.209 -22.413 25.898
H 19.732 -25.079 23.780
H 19.166 -23.531 24.102
H 19.165 -24.772 25.461
C 28.506 -19.474 18.219
O 27.752 -20.227 19.130
C 27.757 -21.616 18.881
C 26.726 -22.230 19.806
N 27.111 -22.122 21.208
C 26.356 -23.007 22.092
C 24.872 -22.690 22.194
O 24.664 -21.328 22.448
C 23.310 -21.020 22.707
H 28.117 -18.459 18.170
H 28.375 -19.837 17.184
H 29.574 -19.565 18.434
H 28.727 -22.026 19.190
H 27.506 -21.834 17.839
H 26.528 -23.284 19.592
H 25.765 -21.717 19.637
H 26.950 -21.172 21.523
H 26.791 -22.894 23.090
H 26.542 -24.030 21.763
H 24.396 -23.319 22.957
H 24.389 -23.024 21.259
H 22.607 -21.482 22.011
H 23.241 -19.936 22.588
H 23.056 -21.247 23.747
C 24.291 -25.429 25.161
C 25.075 -26.728 25.418
O 26.200 -26.522 26.243
H 24.615 -24.739 25.947
H 23.210 -25.482 25.299
H 24.585 -24.989 24.215
H 25.530 -27.048 24.471
H 24.520 -27.636 25.683
H 25.959 -26.502 27.182
O 25.423 -26.908 28.891
H 26.070 -27.477 29.320
H 24.715 -26.800 29.532

<B>
Below is 5 unconnected molecules or ions with the total composition C20H53N3O8, with properties calculated with ωB97M-V with the def2-TZVPD basis set.

Values from the calculation:
Highest occupied orbital energy   -8.955 eV
Net charge   0
Multiplicity   1
Kohn-Sham gap   9.5529 eV

Element x y z (Å)
C -8.773 -0.658 7.830
O -9.132 -0.370 6.489
C -8.124 0.309 5.793
C -7.007 -0.643 5.327
N -6.207 0.028 4.304
C -5.124 -0.846 3.872
C -4.040 -0.157 3.056
O -4.566 0.328 1.833
C -3.584 0.521 0.841
H -8.838 0.236 8.453
H -7.752 -1.050 7.888
H -9.412 -1.469 8.172
H -7.660 1.196 6.249
H -8.514 0.801 4.896
H -7.490 -1.551 4.931
H -6.417 -1.050 6.150
H -6.806 0.171 3.500
H -5.555 -1.690 3.312
H -4.614 -1.353 4.695
H -3.162 -0.792 2.932
H -3.711 0.720 3.625
H -4.126 0.698 -0.091
H -2.882 -0.298 0.669
H -3.021 1.442 1.026
C -0.149 -0.551 3.843
O 0.703 0.248 3.047
C 1.266 1.290 3.808
C 2.236 2.089 2.940
N 3.351 1.343 2.358
C 4.342 0.880 3.335
C 5.271 1.998 3.791
O 5.729 2.680 2.647
C 6.641 3.726 2.912
H -0.779 0.023 4.532
H 0.455 -1.204 4.485
H -0.814 -1.145 3.221
H 1.780 0.955 4.721
H 0.518 1.994 4.193
H 2.595 2.919 3.561
H 1.611 2.505 2.148
H 3.768 1.961 1.675
H 4.972 0.151 2.821
H 3.886 0.356 4.172
H 6.059 1.610 4.447
H 4.733 2.777 4.359
H 6.122 4.448 3.549
H 6.924 4.197 1.972
H 7.576 3.335 3.322
C 1.326 -3.460 -11.743
O 1.944 -2.277 -11.294
C 3.039 -2.500 -10.421
C 3.198 -1.249 -9.556
N 2.316 -1.293 -8.412
C 2.446 -0.071 -7.620
C 1.671 -0.213 -6.296
O 2.153 0.662 -5.321
C 1.322 0.772 -4.189
H 2.017 -4.070 -12.333
H 0.448 -3.220 -12.337
H 1.011 -4.076 -10.893
H 3.921 -2.678 -11.048
H 2.918 -3.398 -9.807
H 3.083 -0.394 -10.238
H 4.243 -1.162 -9.247
H 1.360 -1.374 -8.747
H 2.127 0.834 -8.142
H 3.490 -0.002 -7.305
H 1.725 -1.255 -5.960
H 0.606 -0.051 -6.523
H 1.899 1.222 -3.378
H 0.986 -0.196 -3.814
H 0.538 1.507 -4.391
C 0.625 1.025 -0.252
O -0.390 1.065 0.738
H 1.179 1.972 -0.309
H 1.295 0.197 -0.009
H 0.219 0.898 -1.257
H 0.026 0.756 1.578
C 2.327 -2.159 1.838
O 3.333 -1.311 1.362
H 2.035 -1.966 2.879
H 1.382 -2.035 1.293
H 2.640 -3.201 1.787
H 3.260 -0.407 1.755

Tell me which of them is the most stable. Sure, it is <A>.

<A>
Below is a molecular structure, H26NeO13, with properties calculated with ωB97M-V with the def2-TZVPD basis set.

Values from the calculation:
Highest occupied orbital energy   -9.960 eV
Net charge   0
Multiplicity   1
Kohn-Sham gap   9.6822 eV

Element x y z (Å)
Ne 0.413 -0.146 0.181
O 3.084 -1.294 0.667
H 3.428 -1.075 -0.199
H 3.709 -1.925 1.021
O -0.503 3.642 -0.908
H -1.170 2.959 -0.840
H -0.861 4.263 -1.543
O -2.233 0.555 2.103
H -3.148 0.425 2.352
H -1.850 1.033 2.839
O 0.799 -2.548 -0.656
H -0.074 -2.398 -0.294
H 1.390 -2.102 -0.049
O -2.581 1.766 -0.421
H -3.397 2.190 -0.156
H -2.209 1.430 0.395
O 2.686 1.181 1.868
H 2.754 0.364 1.374
H 2.337 1.813 1.240
O 1.319 -0.485 3.720
H 1.488 0.190 3.062
H 0.366 -0.572 3.734
O 1.990 2.257 -0.764
H 1.332 2.830 -1.156
H 1.808 1.394 -1.136
O -2.600 -0.280 -2.335
H -1.913 -0.083 -2.971
H -2.634 0.492 -1.771
O 1.909 0.123 -2.757
H 1.361 -0.541 -3.175
H 1.843 0.886 -3.332
O -1.261 -1.399 3.750
H -1.585 -0.790 4.414
H -1.565 -1.032 2.920
O 0.308 -2.360 -3.519
H 1.095 -2.625 -3.994
H 0.540 -2.461 -2.595
O -2.050 -1.687 -0.033
H -2.192 -1.354 -0.920
H -2.134 -2.636 -0.116

<B>
Below is a molecular structure, H26NeO13, with properties calculated with ωB97M-V with the def2-TZVPD basis set.

Values from the calculation:
Highest occupied orbital energy   -10.135 eV
Net charge   0
Multiplicity   1
Kohn-Sham gap   9.9337 eV

Element x y z (Å)
Ne 6.219 -13.473 -6.888
O 4.105 -10.946 -6.897
H 3.652 -10.153 -6.613
H 4.081 -11.524 -6.134
O 9.597 -12.873 -8.092
H 10.254 -12.183 -8.004
H 8.764 -12.406 -8.150
O 7.336 -15.255 -10.938
H 8.251 -15.219 -10.662
H 6.860 -15.536 -10.157
O 7.550 -14.362 -3.493
H 7.912 -13.799 -4.176
H 7.978 -14.069 -2.688
O 4.047 -12.526 -4.618
H 4.450 -12.529 -3.750
H 3.141 -12.795 -4.463
O 5.922 -17.050 -9.181
H 6.094 -16.853 -8.261
H 6.585 -17.700 -9.415
O 8.741 -12.845 -5.410
H 8.468 -11.937 -5.276
H 8.985 -12.888 -6.334
O 9.512 -16.217 -6.410
H 8.576 -16.330 -6.245
H 9.711 -16.847 -7.103
O 7.052 -11.135 -7.429
H 6.114 -10.961 -7.353
H 7.464 -10.491 -6.853
O 6.678 -16.669 -6.567
H 6.998 -17.542 -6.340
H 6.203 -16.378 -5.788
O 7.687 -10.870 -10.140
H 7.617 -9.954 -10.409
H 7.472 -10.863 -9.207
O 4.166 -15.582 -5.384
H 3.850 -15.855 -4.522
H 4.152 -14.625 -5.352
O 5.621 -12.679 -2.497
H 6.058 -11.878 -2.208
H 6.284 -13.142 -3.010

Tell me which of them is the most stable. Sure, it is <A>.

<A>
Below is a single C4H5ClN2 molecule, with properties calculated with ωB97M-V with the def2-TZVPD basis set.

Values from the calculation:
Highest occupied orbital energy   -8.479 eV
Net charge   0
Multiplicity   1
Kohn-Sham gap   9.4639 eV

Element x y z (Å)
Cl 2.893 0.011 -0.096
C 1.187 -0.072 -0.470
C 0.265 0.744 0.259
C -1.093 1.108 -0.115
N -1.855 0.038 -0.299
N -1.050 -1.078 -0.024
C 0.232 -0.743 0.382
H 1.002 -0.183 -1.561
H 0.521 1.373 1.141
H -1.509 2.090 -0.065
H -1.286 -2.066 -0.460
H 0.693 -1.223 1.308

<B>
Below is a single C4H5ClN2 molecule, with properties calculated with ωB97M-V with the def2-TZVPD basis set.

Values from the calculation:
Highest occupied orbital energy   -8.474 eV
Net charge   0
Multiplicity   1
Kohn-Sham gap   8.8379 eV

Element x y z (Å)
Cl 2.839 -1.037 0.363
C 1.215 -0.424 0.086
C 0.368 -0.267 1.102
C -0.934 0.366 0.715
N -1.240 0.025 -0.649
N -0.335 0.248 -1.615
C 0.884 0.046 -1.214
H 0.530 -0.815 2.038
H -1.834 -0.068 1.249
H -0.972 1.443 0.861
H -2.176 0.377 -0.942
H 1.655 0.106 -1.994

<C>
Below is a single C4H5ClN2 molecule, with properties calculated with ωB97M-V with the def2-TZVPD basis set.

Values from the calculation:
Highest occupied orbital energy   -8.113 eV
Net charge   0
Multiplicity   1
Kohn-Sham gap   7.4089 eV

Element x y z (Å)
C 0.388 1.681 1.290
C -1.071 0.359 0.046
C 1.353 0.801 1.057
C -0.279 -1.428 -1.333
N -0.896 1.453 0.754
N -0.125 -0.416 -0.296
Cl 2.893 0.148 1.212
H 0.632 2.463 1.955
H -2.093 0.173 -0.191
H -1.057 -2.022 -0.993
H -0.320 -1.133 -2.295
H 0.577 -2.078 -1.208

Tell me which of them is the most stable. Sure, it is <B>.